1.
The following is a quantum chemistry calculation of the molecule C2H10N4, from OMol25.

Each line ends with the natural charge from an NBO analysis.
Positions of all 16 atoms, in Å:
C -1.4294 0.8484 -0.9139  -0.44
N -0.3641 1.5053 0.0566  -0.61
C -0.2110 0.6508 1.1971  -0.08
N 0.0732 -0.7275 0.7841  -0.52
N 1.4464 -0.9659 0.4109  -0.33
N 1.5722 -1.5886 -0.8458  -0.66
H -2.3786 1.0803 -0.4200  0.20
H -1.4232 -0.2162 -1.1926  0.20
H -1.3461 1.4215 -1.8409  0.20
H 0.5269 1.5659 -0.4349  0.34
H 0.5927 1.0481 1.8408  0.17
H -1.1621 0.6242 1.7407  0.19
H -0.1481 -1.3867 1.5292  0.35
H 1.9448 -0.0854 0.3620  0.33
H 1.3688 -2.5722 -0.7270  0.35
H 0.9378 -1.2018 -1.5464  0.33

Values from the calculation:
E_HOMO (eV): -8.619
Frontier orbital gap (eV): 9.77
SMILES: CNCNNN
Energy relative to the best compared isomer or geometry (same formula, charge and spin) (eV): 2.7237
Electronic energy (Eh): -301.1281
LUMO level (hartree): 0.0424

2.
The following is a quantum chemistry calculation of a structure of composition C21H28FN6OsS, from OMol25.

Each line ends with the natural charge from an NBO analysis.
Positions of all 58 atoms, in Å:
Os 0.6890 -0.5461 0.1762  1.02
C 3.3271 -0.2743 -1.2794  -0.25
C 2.3616 0.7077 -1.8668  -0.25
N 0.9813 0.1113 -1.8297  -0.52
C -0.0051 1.1529 -2.2312  -0.26
C -0.2628 2.0483 -1.0635  0.22
C -0.8146 3.3138 -1.1375  -0.22
C -1.0304 4.0073 0.0449  -0.08
C -0.6907 3.4247 1.2625  -0.22
C -0.1442 2.1587 1.2609  0.23
C 0.2325 1.3826 2.4824  -0.28
N 1.2199 0.3386 2.0684  -0.58
C 2.5866 0.9506 1.8881  -0.24
C 3.4930 -0.0846 1.2775  -0.25
N 2.8456 -0.6860 0.0676  -0.58
N 0.0679 1.5009 0.1061  -0.47
H 4.3460 0.1128 -1.2498  0.26
H 3.3402 -1.1778 -1.8925  0.23
H 2.6203 0.9798 -2.8911  0.26
H 2.3231 1.6199 -1.2696  0.22
H 0.9341 -0.6380 -2.5170  0.43
H -0.9273 0.6618 -2.5427  0.24
H 0.3756 1.7145 -3.0867  0.26
H -1.0623 3.7544 -2.0942  0.27
H -1.4533 5.0033 0.0195  0.27
H -0.8404 3.9560 2.1934  0.27
H -0.6500 0.8779 2.8791  0.27
H 0.6605 2.0145 3.2615  0.25
H 1.2837 -0.3656 2.8063  0.44
H 2.9651 1.3107 2.8454  0.26
H 2.4638 1.8092 1.2272  0.22
H 3.6462 -0.9007 1.9863  0.24
H 4.4745 0.3303 1.0461  0.26
H 3.0439 -1.6814 0.1257  0.43
C -4.1699 0.8196 1.9661  -0.41
N -3.9714 0.6206 0.5293  -0.30
C -4.8499 1.0465 -0.4501  -0.03
C -4.3498 0.6532 -1.6408  -0.05
N -3.1711 -0.0069 -1.3624  -0.50
C -2.9440 -0.0263 -0.0369  0.26
S -1.7076 -0.8933 0.8038  -0.14
H -5.1818 1.1797 2.1250  0.25
H -3.4651 1.5580 2.3441  0.22
H -4.0429 -0.1223 2.4927  0.25
H -5.7561 1.5757 -0.2106  0.27
H -4.7339 0.7601 -2.6401  0.27
H -2.6382 -0.5491 -2.0242  0.44
F 1.1094 -6.5359 -0.4496  -0.25
C 0.9462 -5.2304 -0.3910  0.52
C 1.2003 -4.4760 -1.5401  -0.25
C 1.0499 -3.1136 -1.4627  -0.19
C 0.6488 -2.4804 -0.2622  -0.24
C 0.2682 -3.3030 0.8147  -0.14
C 0.4945 -4.6670 0.7889  -0.28
H 1.5075 -4.9839 -2.4445  0.27
H 1.2563 -2.5414 -2.3606  0.20
H -0.1766 -2.8655 1.7044  0.23
H 0.2765 -5.3062 1.6336  0.28

Values from the calculation:
E_HOMO (spin up / spin down) (eV): -17.052 / -17.052
Frontier orbital gap (spin up / spin down) (eV): 6.01 / 6.04
Electronic energy (Eh): -1733.3571
LUMO level (spin up / spin down) (hartree): -0.4056 / -0.4048
Net charge: +3

3.
The following is a quantum chemistry calculation of the ion C3H10NS with charge +1, from OMol25.

Each line ends with the natural charge from an NBO analysis.
Positions of all 15 atoms, in Å:
C -1.6524 0.1187 -0.4900  -0.09
N -2.6548 -0.0453 0.4088  -0.72
H -1.4833 1.0735 -0.9662  0.24
H -1.7046 -0.6629 -1.2457  0.23
H -2.8142 0.7906 0.9517  0.40
H -2.6085 -0.9300 0.8936  0.41
C 1.2081 -0.7939 -1.5010  -0.54
S 0.3381 -0.0143 0.1661  0.09
C 1.7021 0.6636 1.6176  -0.46
H 0.4663 -0.9661 -2.2701  0.24
H 1.8421 0.0723 -1.6021  0.24
H 1.6397 -1.7007 -1.1027  0.24
H 1.9488 1.4909 0.9652  0.23
H 2.3006 -0.2333 1.6067  0.24
H 1.4721 1.1370 2.5680  0.26

Values from the calculation:
E_HOMO (eV): -13.770
Frontier orbital gap (eV): 8.65
Energy relative to the best compared isomer or geometry (same formula, charge and spin) (eV): 3.4305
Electronic energy (Eh): -572.8731
LUMO level (hartree): -0.1880
Net charge: +1

4.
The following is a quantum chemistry calculation of a cluster of 2 separate species, C4H7ClO2 in total, from OMol25.

Each line ends with the natural charge from an NBO analysis.
Positions of all 14 atoms, in Å:
C -2.1693 -0.6407 0.7159  0.47
C 0.3041 -1.3440 -0.3169  -0.73
C 1.4436 1.5589 0.1227  -0.29
C -0.3120 0.0575 -0.2484  0.21
O -2.4377 -1.7125 0.3859  -0.48
O 0.2655 0.9787 0.5274  -0.54
Cl -0.8037 0.7209 -1.8112  -0.07
H -2.6056 0.1393 1.3861  0.15
H -0.5371 -2.0651 -0.1146  0.25
H 0.8836 -1.5889 0.5506  0.23
H 0.8446 -1.7023 -1.2304  0.23
H 2.4633 1.2923 0.5099  0.19
H 1.3644 2.6003 0.4936  0.19
H 1.2962 1.7056 -0.9706  0.19

Values from the calculation:
E_HOMO (eV): -8.294
Frontier orbital gap (eV): 9.15
Energy relative to the best compared isomer or geometry (same formula, charge and spin) (eV): 3.3292
Electronic energy (Eh): -767.1515
LUMO level (hartree): 0.0313

5.
The following is a quantum chemistry calculation of a structure of composition C18H20CoN4O3S, from OMol25.

Each line ends with the Löwdin spin population.
Positions of all 47 atoms, in Å:
Co -0.8528 1.1491 0.5607  3.02
C 4.4757 -0.4650 -4.9868  0.00
C 3.6853 -0.5336 -3.7257  0.00
C 3.4249 0.6190 -2.9886  0.00
C 2.6747 0.5560 -1.8299  0.00
C 2.2049 -0.6736 -1.4087  0.00
C 2.4625 -1.8385 -2.1084  0.00
C 3.2098 -1.7618 -3.2664  0.00
S 1.0119 -0.6710 -0.1232  0.01
O 1.2005 0.4903 0.7662  0.07
O 0.8641 -1.9307 0.5579  0.01
N -0.3658 -0.2679 -0.8951  0.15
C -1.4944 -1.0038 -0.6528  0.02
C -1.7867 -2.2762 -1.1399  0.00
C -3.0142 -2.8198 -0.8190  0.00
C -3.9078 -2.0936 -0.0337  0.00
C -3.5214 -0.8619 0.4573  0.01
N -2.3367 -0.3407 0.1571  0.08
H 4.6750 0.5646 -5.2656  0.00
H 3.9445 -0.9578 -5.7980  0.00
H 5.4254 -0.9785 -4.8483  0.00
H 3.8037 1.5707 -3.3291  0.00
H 2.4466 1.4335 -1.2455  0.00
H 2.0767 -2.7731 -1.7340  0.00
H 3.4200 -2.6594 -3.8269  0.00
H -1.0666 -2.7989 -1.7475  0.00
H -3.2772 -3.8026 -1.1849  0.00
H -4.8926 -2.4759 0.1770  0.00
H -4.1495 -0.2756 1.1112  0.00
N -0.9246 -1.3178 2.7684  0.00
C -1.0052 -0.1223 3.3968  0.01
C -1.2544 -0.0630 4.7840  0.00
C -1.3165 1.1510 5.4191  0.00
C -1.1330 2.3133 4.6669  0.00
C -0.9488 2.1903 3.3103  0.00
N -0.9141 1.0084 2.6748  0.06
H -0.8995 -2.1402 3.3484  0.00
H -0.3727 -1.4046 1.9238  0.00
H -1.3832 -0.9856 5.3273  0.00
H -1.4908 1.2112 6.4827  0.00
H -1.1386 3.2864 5.1287  0.00
H -0.8160 3.0663 2.6902  0.00
C -1.3509 3.9713 -0.5759  0.06
O -1.3150 2.7760 0.0950  0.44
H -0.3440 4.4081 -0.6199  0.01
H -2.0075 4.6767 -0.0474  0.01
H -1.7241 3.8525 -1.6024  0.01

Values from the calculation:
E_HOMO (spin up / spin down) (eV): -11.583 / -11.572
Frontier orbital gap (spin up / spin down) (eV): 9.24 / 6.67
2S+1: 5
Electronic energy (Eh): -2923.3802
LUMO level (spin up / spin down) (hartree): -0.0861 / -0.1801
Net charge: +1

6.
The following is a quantum chemistry calculation of a structure of composition C18H38N2O7SSc, from OMol25.

Each line ends with the natural charge from an NBO analysis.
Positions of all 67 atoms, in Å:
Sc 0.2500 -0.1649 0.0056  1.90
C 2.9594 -1.6511 0.1773  -0.09
C 1.9942 -2.7248 -0.2572  -0.08
O 0.6799 -2.2979 0.1753  -0.61
C -0.0845 -3.1616 1.0570  -0.08
C -0.5686 -2.2820 2.1883  -0.08
O -1.0350 -1.0758 1.5451  -0.60
C -2.2729 -0.4700 1.9704  -0.08
C -2.8628 0.1376 0.7147  -0.08
O -1.7596 0.7528 0.0054  -0.60
C -1.8866 2.0909 -0.5122  -0.08
C -0.8164 2.9420 0.1161  -0.08
O 0.4517 2.2624 -0.1108  -0.58
C 1.5711 2.9533 0.4362  -0.22
C 3.1315 0.7469 0.1293  -0.32
O 2.4502 -0.4039 -0.3609  -0.59
H 3.9588 -1.8269 -0.2237  0.24
H 2.9975 -1.5768 1.2670  0.21
H 2.2467 -3.6823 0.1953  0.24
H 1.9677 -2.8317 -1.3417  0.23
H 0.5369 -3.9798 1.4170  0.24
H -0.9164 -3.5669 0.4798  0.22
H 0.2436 -2.0095 2.8648  0.22
H -1.3717 -2.7520 2.7543  0.24
H -2.0513 0.2829 2.7293  0.21
H -2.9412 -1.2212 2.3906  0.24
H -3.6316 0.8745 0.9421  0.24
H -3.2806 -0.6321 0.0643  0.22
H -2.8722 2.5006 -0.2927  0.24
H -1.7621 2.0357 -1.5952  0.22
H -0.9762 3.0386 1.1925  0.21
H -0.7863 3.9303 -0.3450  0.24
H 1.2696 3.8510 0.9714  0.25
H 2.2927 3.1909 -0.3409  0.24
H 4.1366 0.4584 0.4360  0.23
H 3.2376 1.4312 -0.7133  0.21
C 1.4010 2.4422 3.0923  -0.84
S 2.2250 1.6926 1.6152  1.58
C 3.8848 2.0927 2.2756  -0.79
O 1.2734 0.4696 1.7331  -1.03
H 1.6521 1.8393 3.9637  0.26
H 0.3205 2.4466 2.9746  0.23
H 1.7679 3.4578 3.2391  0.24
H 3.8184 2.7792 3.1113  0.27
H 4.5262 2.4799 1.4847  0.27
H 4.2887 1.1357 2.6110  0.27
C -1.9107 -1.9340 -2.9141  -0.40
N -1.1493 -1.0068 -3.7381  -0.38
C -1.4968 -0.9845 -5.1682  -0.22
C -0.2813 -0.6224 -5.9902  -0.43
C 0.2921 0.6782 -5.4753  -0.21
N 0.4981 0.6075 -4.0193  -0.39
C 1.4576 1.5593 -3.4825  -0.40
C -0.2019 -0.2160 -3.2331  0.82
O 0.0396 -0.2503 -1.9617  -0.85
H -1.8599 -2.9317 -3.3492  0.23
H -2.9580 -1.6297 -2.8739  0.22
H -1.5007 -1.9773 -1.9092  0.20
H -2.3125 -0.2743 -5.3267  0.22
H -1.8648 -1.9751 -5.4294  0.24
H -0.5576 -0.5155 -7.0378  0.27
H 0.4651 -1.4162 -5.9265  0.23
H -0.3627 1.5239 -5.7016  0.22
H 1.2621 0.8786 -5.9287  0.24
H 2.4001 1.4674 -4.0219  0.23
H 1.6366 1.3474 -2.4337  0.20
H 1.0879 2.5797 -3.6009  0.22

Values from the calculation:
E_HOMO (eV): -17.288
Frontier orbital gap (eV): 9.17
Energy relative to the best compared isomer or geometry (same formula, charge and spin) (eV): 3.1967
Electronic energy (Eh): -2502.8758
LUMO level (hartree): -0.2984
Net charge: +3

7.
The following is a quantum chemistry calculation of a structure of composition C22H16F6N4O6RuS2, from OMol25.

Each line ends with the Löwdin spin population.
Positions of all 57 atoms, in Å:
Ru 0.1808 0.3511 0.3566  0.86
F -1.9264 -5.1308 1.4096  0.00
C -1.4011 -4.5449 2.4894  0.00
F -2.0685 -4.9679 3.5577  0.00
F -0.1344 -4.9330 2.6000  0.00
S -1.5275 -2.7205 2.2703  0.00
O -0.5997 -2.3886 1.2124  0.01
O -2.9190 -2.4782 1.9998  0.00
N -1.0663 -2.2839 3.7192  0.00
S -0.4725 -0.8312 3.9107  0.00
O -0.8767 0.0368 2.8217  0.00
O -0.6501 -0.3653 5.2486  0.00
C 1.3630 -1.1410 3.8370  0.00
F 2.0117 -0.1390 4.4075  0.00
F 1.6121 -2.2586 4.5333  0.00
F 1.7991 -1.3285 2.5984  0.00
N -0.6514 2.5072 1.0211  0.05
C 0.5380 3.2975 1.3533  0.00
C 1.6081 2.4007 2.0025  0.00
O 2.4804 2.9234 2.6717  0.00
O 1.5017 1.1309 1.7744  0.03
H -1.3510 3.0123 0.4919  0.00
H -1.0786 2.1871 1.8869  0.00
H 0.3352 4.1429 2.0120  0.00
H 0.9708 3.6800 0.4273  0.00
C -4.0273 0.1450 -0.0718  0.00
C -4.2417 -0.4117 -1.3227  0.00
C -3.1523 -0.7952 -2.0754  0.00
C -1.8737 -0.5838 -1.5725  0.00
N -1.6620 0.0316 -0.3896  -0.01
C -2.7354 0.3407 0.3641  0.00
C -0.6292 -1.1007 -2.1090  0.01
C -0.5235 -1.8326 -3.2909  0.00
C 0.6858 -2.4143 -3.6161  0.01
C 1.7625 -2.2626 -2.7386  0.00
C 1.6560 -1.5056 -1.5882  0.02
C 0.4533 -0.8733 -1.2303  0.02
H -4.8436 0.3976 0.5891  0.00
H -5.2443 -0.5874 -1.6905  0.00
H -3.2778 -1.2966 -3.0239  0.00
H -2.5397 0.7188 1.3525  0.00
H -1.3768 -1.9565 -3.9470  0.00
H 0.7957 -2.9826 -4.5302  0.00
H 2.7081 -2.7370 -2.9752  0.00
H 2.5284 -1.3843 -0.9560  0.00
N 4.2044 4.5433 -4.2094  0.00
C 3.5679 3.8840 -3.5129  0.00
C 2.7751 3.0565 -2.6443  0.00
C 3.3861 2.2777 -1.6615  0.00
C 2.6210 1.4774 -0.8324  0.00
C 1.2232 1.4331 -0.9509  -0.01
C 0.6388 2.2189 -1.9487  0.00
C 1.3906 3.0232 -2.7880  0.00
H 4.4618 2.3098 -1.5448  0.00
H 3.1160 0.9045 -0.0596  0.00
H -0.4383 2.1839 -2.0833  0.00
H 0.9134 3.6199 -3.5550  0.00

Values from the calculation:
E_HOMO (spin up / spin down) (eV): -5.734 / -5.703
Frontier orbital gap (spin up / spin down) (eV): 7.90 / 7.88
2S+1: 2
Energy relative to the best compared isomer or geometry (same formula, charge and spin) (eV): 1.1218
Electronic energy (Eh): -3008.9761
LUMO level (spin up / spin down) (hartree): 0.0795 / 0.0801
Net charge: -1